# 1
This record from the Open Molecules 2025 dataset describes a structure of composition C15H31AsNNaO4P2S. The level of theory is the ωB97M-V functional and the def2-TZVPD basis.

Its spin multiplicity is 1. The value obtained for the molar mass is 481.34 g/mol. For the gap between HOMO and LUMO, the calculation gives 7.823 eV. As for the total charge: 0. Its lowest unoccupied orbital energy is -0.2 eV.

Each line ends with the natural charge from an NBO analysis.
Positions of all 56 atoms, in Å:
Na (-0.854, 0.751, -0.035)  0.90
C (0.587, -0.275, 3.904)  -0.94
P (1.010, -0.139, 2.126)  0.75
C (2.548, 0.873, 2.204)  -0.94
C (1.728, -1.821, 1.867)  -0.73
C (2.378, -2.057, 0.499)  -0.69
P (1.350, -1.460, -0.918)  0.72
C (-0.212, -2.378, -0.637)  -0.97
C (2.114, -2.451, -2.271)  -0.93
H (0.168, 0.665, 4.265)  0.23
H (1.474, -0.531, 4.486)  0.22
H (-0.156, -1.068, 3.995)  0.28
H (3.272, 0.425, 2.888)  0.22
H (2.301, 1.878, 2.548)  0.23
H (2.990, 0.956, 1.210)  0.22
H (0.888, -2.502, 2.017)  0.29
H (2.448, -2.013, 2.669)  0.22
H (2.571, -3.124, 0.360)  0.23
H (3.341, -1.542, 0.427)  0.22
H (-0.070, -3.458, -0.575)  0.25
H (-0.923, -2.159, -1.436)  0.23
H (-0.653, -2.060, 0.310)  0.27
H (2.108, -3.512, -2.013)  0.23
H (3.143, -2.128, -2.437)  0.23
H (1.557, -2.309, -3.198)  0.23
N (-3.802, 2.650, 0.149)  -0.82
C (-3.585, 1.353, 0.634)  0.21
C (-3.108, 1.158, 1.933)  -0.32
C (-2.832, -0.118, 2.388)  -0.17
C (-3.012, -1.221, 1.559)  -0.36
C (-3.488, -1.034, 0.275)  -0.19
C (-3.765, 0.248, -0.192)  -0.33
S (-2.581, -2.848, 2.182)  2.43
O (-2.710, -3.713, 1.024)  -1.02
O (-3.503, -3.101, 3.265)  -0.99
O (-1.197, -2.644, 2.620)  -1.06
H (-4.011, 3.329, 0.864)  0.38
H (-4.458, 2.706, -0.614)  0.38
H (-2.974, 2.017, 2.581)  0.21
H (-2.462, -0.281, 3.393)  0.24
H (-3.630, -1.902, -0.355)  0.25
H (-4.155, 0.397, -1.193)  0.21
C (2.873, 2.181, -2.021)  -1.01
As (1.067, 2.424, -2.625)  1.99
C (0.983, 4.135, -3.496)  -1.00
C (0.747, 1.093, -3.976)  -1.00
O (-0.012, 2.340, -1.380)  -1.21
H (3.583, 2.285, -2.840)  0.24
H (2.933, 1.175, -1.606)  0.26
H (3.086, 2.912, -1.244)  0.25
H (1.686, 4.190, -4.325)  0.24
H (1.216, 4.900, -2.757)  0.25
H (-0.033, 4.281, -3.858)  0.25
H (1.480, 1.165, -4.778)  0.24
H (-0.255, 1.242, -4.375)  0.25
H (0.811, 0.120, -3.491)  0.25

# 2
This record from the Open Molecules 2025 dataset describes a structure of composition C15H31AuN5O7. The level of theory is the ωB97M-V functional and the def2-TZVPD basis.

Its spin multiplicity is 3. The value obtained for the molar mass is 590.41 g/mol. For the gap between HOMO and LUMO (alpha / beta), the calculation gives 5.060 / 7.594 eV. As for the total charge: +1. As for the expectation value of S²: 2.02. Its lowest unoccupied orbital energy (alpha / beta) is -4.7 / -4.7 eV.

Each line ends with the natural charge from an NBO analysis.
Positions of all 59 atoms, in Å:
O (2.143, -2.619, -3.378)  -0.75
H (2.575, -3.065, -4.125)  0.49
Au (0.209, -1.248, -0.554)  1.29
N (-1.809, -1.057, -0.370)  -0.15
N (-0.170, -0.372, -2.323)  -0.16
N (0.450, -1.844, 1.369)  -0.19
N (2.207, -1.259, -0.414)  -0.15
O (-2.503, -1.354, 0.681)  -0.45
O (-0.550, -2.068, 2.253)  -0.51
O (3.023, -0.790, -1.396)  -0.47
O (0.754, -0.030, -3.127)  -0.33
C (-1.497, -0.097, -2.508)  0.17
C (-2.369, -0.439, -1.438)  0.09
C (1.723, -1.904, 1.782)  0.24
C (2.702, -1.596, 0.781)  0.21
C (-3.823, -0.140, -1.336)  -0.65
H (-4.026, 0.560, -0.511)  0.24
H (-4.420, -1.047, -1.158)  0.25
H (-4.166, 0.324, -2.265)  0.23
C (-1.881, 0.571, -3.780)  -0.66
H (-1.466, 0.011, -4.629)  0.25
H (-1.482, 1.595, -3.812)  0.25
H (-2.970, 0.617, -3.889)  0.24
C (2.038, -2.159, 3.208)  -0.69
C (4.166, -1.566, 1.010)  -0.68
H (1.199, -2.623, 3.730)  0.27
H (2.281, -1.219, 3.722)  0.26
H (2.914, -2.806, 3.317)  0.25
H (4.669, -1.211, 0.106)  0.28
H (4.535, -2.568, 1.265)  0.26
H (4.395, -0.901, 1.851)  0.25
H (-1.405, -1.860, 1.703)  0.51
H (2.417, -0.623, -2.181)  0.54
C (1.079, -3.448, -2.899)  -0.25
H (0.114, -2.997, -3.148)  0.17
H (1.170, -3.584, -1.815)  0.16
H (1.127, -4.420, -3.383)  0.20
O (-1.622, -5.852, 0.120)  -0.92
H (-0.965, -5.450, 0.713)  0.46
H (-2.103, -5.082, -0.226)  0.47
O (1.021, 1.476, -0.264)  -0.69
C (0.569, 2.206, 0.626)  0.71
C (0.988, 3.668, 0.795)  -0.51
C (-0.135, 4.648, 0.474)  -0.39
C (-1.092, 4.865, 1.645)  -0.40
C (-1.864, 3.621, 2.064)  -0.41
C (-0.986, 2.481, 2.590)  -0.23
N (-0.346, 1.737, 1.515)  -0.62
H (1.355, 3.812, 1.824)  0.22
H (1.813, 3.815, 0.088)  0.25
H (0.317, 5.609, 0.196)  0.23
H (-0.695, 4.305, -0.408)  0.21
H (-0.517, 5.237, 2.503)  0.20
H (-1.816, 5.636, 1.360)  0.22
H (-2.566, 3.890, 2.865)  0.22
H (-2.466, 3.253, 1.222)  0.21
H (-0.216, 2.867, 3.280)  0.19
H (-1.610, 1.775, 3.151)  0.22
H (-0.417, 0.718, 1.530)  0.39

# 3
This record from the Open Molecules 2025 dataset describes a structure of composition C15H31B2ClF4N4O8Si2V. The level of theory is the ωB97M-V functional and the def2-TZVPD basis.

Its spin multiplicity is 4. The value obtained for the molar mass is 635.62 g/mol. For the gap between HOMO and LUMO (alpha / beta), the calculation gives 8.482 / 8.072 eV. As for the total charge: 0. As for the expectation value of S²: 3.77. Its lowest unoccupied orbital energy (alpha / beta) is -0.8 / -2.0 eV.

Each line ends with the natural charge from an NBO analysis.
Positions of all 68 atoms, in Å:
V (0.957, -0.002, 0.040)  1.47
C (3.517, 2.677, 2.335)  -0.67
C (2.509, 1.691, 1.863)  0.24
N (2.655, 0.973, 0.816)  -0.13
O (3.752, 1.148, 0.070)  -0.51
B (4.447, -0.152, -0.255)  1.26
F (4.752, -0.792, 0.950)  -0.54
F (5.520, 0.143, -1.033)  -0.51
O (3.547, -1.066, -1.049)  -0.51
N (2.447, -1.419, -0.367)  -0.14
C (2.216, -2.660, -0.165)  0.25
C (3.138, -3.751, -0.576)  -0.68
C (0.952, -2.897, 0.569)  0.29
N (0.290, -1.829, 0.809)  -0.22
O (-0.862, -1.970, 1.515)  -0.55
B (-0.828, -1.202, 2.815)  1.26
F (0.280, -1.621, 3.552)  -0.54
F (-2.032, -1.402, 3.422)  -0.51
O (-0.711, 0.280, 2.560)  -0.55
N (0.461, 0.619, 1.959)  -0.22
C (1.241, 1.423, 2.579)  0.30
C (0.949, 2.020, 3.906)  -0.69
C (0.521, -4.234, 1.050)  -0.68
H (4.478, 2.465, 1.878)  0.27
H (3.605, 2.654, 3.419)  0.23
H (3.210, 3.684, 2.041)  0.25
H (4.087, -3.330, -0.888)  0.27
H (2.707, -4.312, -1.409)  0.24
H (3.296, -4.443, 0.252)  0.24
H (0.013, 1.631, 4.292)  0.27
H (0.885, 3.106, 3.809)  0.25
H (1.755, 1.795, 4.605)  0.25
H (1.040, -5.033, 0.528)  0.23
H (-0.555, -4.340, 0.929)  0.26
H (0.728, -4.306, 2.122)  0.27
O (-1.863, 0.100, -3.217)  -0.92
Cl (0.794, 1.275, -2.425)  1.95
O (1.965, 1.617, -3.169)  -0.74
O (0.926, 1.821, -1.004)  -0.87
O (0.835, -0.205, -2.071)  -0.87
C (-1.332, 3.109, 1.125)  -1.12
Si (-2.222, 2.230, -0.271)  1.64
C (-4.050, 2.195, 0.167)  -1.10
C (-2.004, 3.192, -1.861)  -1.13
C (-1.769, 0.408, -0.422)  -1.09
Si (-2.258, -0.708, -1.827)  1.93
C (-1.498, -2.415, -1.817)  -1.15
C (-1.630, -0.540, -4.460)  -0.24
C (-4.115, -0.924, -1.723)  -1.14
H (-1.750, 4.115, 1.219)  0.24
H (-0.264, 3.209, 0.918)  0.23
H (-1.479, 2.594, 2.077)  0.25
H (-4.371, 3.198, 0.463)  0.24
H (-4.254, 1.516, 1.000)  0.24
H (-4.662, 1.886, -0.684)  0.23
H (-2.642, 4.080, -1.829)  0.24
H (-2.286, 2.601, -2.734)  0.26
H (-0.976, 3.539, -1.989)  0.24
H (-1.777, -0.087, 0.554)  0.27
H (-0.418, -2.399, -1.974)  0.24
H (-1.949, -3.015, -2.613)  0.25
H (-1.722, -2.910, -0.868)  0.25
H (-0.646, -1.017, -4.470)  0.18
H (-1.664, 0.213, -5.246)  0.19
H (-2.387, -1.299, -4.682)  0.17
H (-4.414, -1.268, -0.728)  0.25
H (-4.451, -1.669, -2.451)  0.24
H (-4.636, 0.011, -1.932)  0.24

# 4
This record from the Open Molecules 2025 dataset describes the molecule C15H31BN2O7. The level of theory is the ωB97M-V functional and the def2-TZVPD basis.

Its spin multiplicity is 1. The value obtained for the molar mass is 362.23 g/mol. For the gap between HOMO and LUMO, the calculation gives 9.478 eV. As for the total charge: 0. Its lowest unoccupied orbital energy is 0.2 eV. As for the SMILES: CCOCCOCCOC[C@@H]1[C@H](N)C(=O)N[C@]1(CCCCO)B(O)O.

Each line ends with the natural charge from an NBO analysis.
Positions of all 56 atoms, in Å:
C (-3.988, 1.480, -2.546)  -0.63
C (-3.659, 2.860, -2.026)  -0.06
O (-3.315, 2.791, -0.659)  -0.54
C (-2.946, 4.043, -0.139)  -0.09
C (-2.273, 3.911, 1.204)  -0.09
O (-0.871, 3.986, 1.112)  -0.54
C (-0.188, 2.749, 1.076)  -0.10
C (1.226, 3.065, 0.635)  -0.08
O (1.710, 2.244, -0.403)  -0.54
C (2.369, 1.064, 0.027)  -0.07
C (2.002, -0.223, -0.720)  -0.25
C (0.555, -0.410, -1.239)  -0.16
N (-0.153, 0.621, -1.972)  -0.79
C (-0.186, -0.844, 0.023)  0.67
O (-1.473, -0.867, 0.201)  -0.55
N (0.764, -1.254, 1.003)  -0.66
C (2.071, -1.365, 0.294)  -0.24
C (2.171, -2.760, -0.397)  -0.39
C (1.684, -3.923, 0.464)  -0.40
C (0.233, -4.356, 0.234)  -0.42
C (-0.573, -4.382, 1.510)  -0.05
O (-1.919, -4.764, 1.336)  -0.70
B (3.312, -1.349, 1.269)  1.17
O (3.154, -1.469, 2.637)  -0.92
O (4.576, -1.189, 0.784)  -0.87
H (-3.631, 0.735, -1.856)  0.25
H (-3.500, 1.312, -3.498)  0.21
H (-5.053, 1.358, -2.680)  0.20
H (-4.519, 3.518, -2.149)  0.16
H (-2.840, 3.309, -2.586)  0.16
H (-3.824, 4.681, -0.053)  0.16
H (-2.245, 4.531, -0.815)  0.17
H (-2.588, 4.733, 1.835)  0.19
H (-2.597, 2.991, 1.682)  0.19
H (-0.220, 2.297, 2.066)  0.17
H (-0.653, 2.059, 0.378)  0.18
H (1.196, 4.076, 0.252)  0.21
H (1.921, 3.058, 1.469)  0.17
H (3.432, 1.226, -0.123)  0.18
H (2.231, 0.941, 1.098)  0.16
H (2.729, -0.343, -1.522)  0.20
H (0.607, -1.247, -1.923)  0.22
H (-0.412, 1.376, -1.361)  0.36
H (0.484, 1.032, -2.636)  0.36
H (0.806, -0.574, 1.748)  0.40
H (1.646, -2.789, -1.342)  0.21
H (3.215, -2.944, -0.630)  0.21
H (2.331, -4.763, 0.246)  0.21
H (1.815, -3.696, 1.517)  0.20
H (-0.261, -3.715, -0.486)  0.21
H (0.238, -5.368, -0.161)  0.19
H (-0.582, -3.396, 1.951)  0.20
H (-0.075, -5.053, 2.212)  0.14
H (-1.934, -5.578, 0.845)  0.46
H (3.397, -2.322, 2.978)  0.51
H (4.604, -1.106, -0.165)  0.49

# 5
This record from the Open Molecules 2025 dataset describes a structure of composition C15H31BeBrP2. The level of theory is the ωB97M-V functional and the def2-TZVPD basis.

Its spin multiplicity is 1. The value obtained for the molar mass is 362.28 g/mol. For the gap between HOMO and LUMO, the calculation gives 7.652 eV. As for the total charge: 0. Its lowest unoccupied orbital energy is 0.0 eV.

Each line ends with the natural charge from an NBO analysis.
Positions of all 50 atoms, in Å:
P (0.577, -3.457, -0.876)  0.70
P (-0.403, 0.040, -0.931)  0.80
C (-0.767, -2.544, -1.835)  -0.70
C (-0.292, -1.192, -2.384)  -0.71
H (-1.588, -2.456, -1.081)  0.25
H (-1.122, -3.179, -2.681)  0.23
H (0.743, -1.248, -2.804)  0.22
H (-1.018, -0.790, -3.133)  0.22
C (-2.130, 0.609, -1.343)  -0.94
H (-2.413, 1.620, -1.028)  0.23
H (-2.846, -0.083, -0.886)  0.23
H (-2.279, 0.540, -2.426)  0.21
C (0.408, 1.595, -1.554)  -0.95
H (-0.131, 1.984, -2.425)  0.21
H (1.434, 1.346, -1.846)  0.22
H (0.449, 2.393, -0.791)  0.26
C (0.728, -5.041, -1.754)  -0.94
H (0.720, -5.813, -0.979)  0.26
H (1.704, -5.110, -2.259)  0.24
H (-0.118, -5.165, -2.436)  0.24
C (2.254, -2.805, -1.099)  -0.96
H (2.300, -1.814, -0.596)  0.26
H (2.539, -2.819, -2.176)  0.23
H (2.878, -3.518, -0.503)  0.28
Be (0.051, -3.552, 1.046)  1.39
C (1.097, 4.503, 1.087)  -0.18
C (-0.231, 4.356, 0.820)  -0.20
C (-1.443, 3.853, 1.620)  -0.46
C (-1.724, 2.332, 1.556)  -0.42
C (-0.556, 1.436, 1.210)  -0.25
C (0.704, 1.369, 1.769)  -0.14
C (1.960, 2.105, 1.458)  -0.46
C (2.007, 3.600, 1.940)  -0.44
C (-1.596, -3.524, 1.541)  -1.42
H (1.563, 5.369, 0.566)  0.21
H (-0.562, 4.874, -0.099)  0.19
H (-2.319, 4.369, 1.174)  0.22
H (-1.430, 4.177, 2.681)  0.22
H (-2.010, 1.975, 2.560)  0.23
H (-2.601, 2.116, 0.897)  0.21
H (-0.979, 0.376, 1.205)  0.21
H (0.791, 0.590, 2.607)  0.21
H (2.277, 2.079, 0.401)  0.22
H (2.766, 1.522, 1.934)  0.22
H (1.771, 3.688, 3.018)  0.21
H (3.041, 3.999, 1.869)  0.21
H (-1.861, -4.231, 2.331)  0.23
H (-2.013, -3.898, 0.595)  0.18
H (-2.029, -2.563, 1.817)  0.22
Br (1.702, -4.011, 2.219)  -0.73

# 6
This record from the Open Molecules 2025 dataset describes a structure of composition C15H31BrCrP2. The level of theory is the ωB97M-V functional and the def2-TZVPD basis.

Its spin multiplicity is 5. The value obtained for the molar mass is 405.26 g/mol. For the gap between HOMO and LUMO (alpha / beta), the calculation gives 5.778 / 5.804 eV. As for the total charge: 0. As for the expectation value of S²: 6.22. Its lowest unoccupied orbital energy (alpha / beta) is 0.3 / 0.2 eV.

Each line ends with the natural charge from an NBO analysis.
Positions of all 50 atoms, in Å:
P (1.706, 2.685, 0.241)  1.61
P (1.270, -1.270, -2.995)  0.97
C (2.416, 1.925, -1.138)  -1.27
C (1.700, 0.414, -3.212)  -1.14
H (3.356, 1.346, -1.004)  0.20
H (2.377, 2.455, -2.093)  0.25
H (0.887, 1.127, -3.326)  0.23
H (2.726, 0.760, -3.389)  0.27
C (2.595, -2.518, -3.122)  -0.95
H (2.189, -3.468, -2.713)  0.26
H (3.500, -2.253, -2.513)  0.24
H (2.818, -2.616, -4.188)  0.22
C (-0.009, -1.567, -4.200)  -0.93
H (0.560, -1.979, -5.053)  0.23
H (-0.454, -0.574, -4.415)  0.25
H (-0.681, -2.283, -3.693)  0.24
C (3.096, 3.103, 1.218)  -0.98
H (2.723, 3.380, 2.203)  0.23
H (3.626, 3.922, 0.725)  0.26
H (3.750, 2.235, 1.320)  0.27
C (0.859, 4.094, -0.478)  -0.96
H (0.193, 3.809, -1.311)  0.27
H (1.610, 4.819, -0.851)  0.26
H (0.237, 4.533, 0.323)  0.24
Cr (2.134, -0.072, -1.214)  0.64
C (3.952, 0.537, -4.992)  -0.17
C (4.669, -0.244, -4.157)  -0.20
C (5.993, 0.080, -3.567)  -0.45
C (6.172, 1.526, -3.104)  -0.44
C (4.944, 2.172, -2.541)  -0.20
C (4.112, 2.975, -3.285)  -0.16
C (4.062, 3.121, -4.767)  -0.45
C (4.413, 1.843, -5.578)  -0.45
C (0.512, 1.571, 1.019)  -1.01
H (2.996, 0.212, -5.411)  0.22
H (4.365, -1.265, -4.040)  0.21
H (6.759, -0.139, -4.335)  0.22
H (6.202, -0.602, -2.728)  0.21
H (6.930, 1.553, -2.299)  0.22
H (6.588, 2.145, -3.916)  0.20
H (4.953, 2.212, -1.453)  0.20
H (3.589, 3.810, -2.817)  0.20
H (4.745, 3.936, -5.078)  0.22
H (3.050, 3.463, -5.059)  0.21
H (3.942, 1.937, -6.574)  0.22
H (5.505, 1.816, -5.760)  0.20
H (0.274, 0.667, 0.382)  0.30
H (-0.455, 2.061, 1.049)  0.25
H (0.924, 1.225, 1.998)  0.26
Br (0.778, -1.963, -0.109)  -0.69

Q: Look up the total charge of the fifth one.
A: 0

Q: Which value of spin multiplicity does entry 3 give?
A: 4

Q: Look up the total charge of the second one.
A: +1

Q: What is the total charge in the third record?
A: 0